## one
An isolated molecule of C5H7NO2, computed with ωB97M-V/def2-TZVPD.

Last column: natural (NBO) charge in e.
Cartesian coordinates (Å):
C  2.1151  -0.6430  0.6384  -0.2698
O  1.2854  0.0756  -0.3674  -0.5055
C  0.1150  0.4233  -0.2321  0.4750
C  -0.5481  0.4930  -1.5507  -0.3990
C  -1.0532  -0.4925  -0.3170  -0.3444
C  -2.0485  0.2877  0.5698  0.0012
N  -1.4398  1.2391  1.2119  -0.0977
O  -0.1182  1.4003  0.7456  -0.3554
H  1.7583  -1.8214  0.7523  0.1646
H  1.7870  -0.1341  1.5806  0.2037
H  3.1698  -0.7459  0.5213  0.2127
H  -1.0362  1.5243  -1.7202  0.2220
H  -0.0618  0.1351  -2.3317  0.2127
H  -0.8260  -1.5893  -0.3551  0.2500
H  -3.0989  -0.1522  0.8545  0.2298

Properties
Total charge ... 0
Structure (SMILES) ... CO[C@@]12C[C@@H]1C=NO2
HOMO-LUMO gap ... 10.08 eV



## two
An isolated molecule of C5H7NO2, computed with ωB97M-V/def2-TZVPD.

Last column: natural (NBO) charge in e.
Cartesian coordinates (Å):
O  -0.6090  -2.0763  -0.6346  -0.5174
C  -0.4602  -0.8977  -0.4110  0.5738
C  0.9427  -0.2115  -0.5938  -0.1960
C  0.4892  1.2390  -0.8754  -0.0552
O  -0.8515  1.4070  -0.5823  -0.4953
C  -1.0708  0.3866  0.4442  -0.0140
C  0.1271  0.1523  1.5754  -0.2667
N  1.2844  -0.1573  0.7801  -0.5997
H  1.7072  -0.5751  -1.2101  0.2291
H  0.4434  1.3806  -1.8065  0.1775
H  1.1582  1.9090  -0.1883  0.1690
H  -2.0166  0.2444  1.0746  0.2303
H  0.1350  0.9620  2.2528  0.1966
H  -0.5637  -0.5119  2.1826  0.1970
H  1.6613  -0.9653  1.1329  0.3711

Properties
Total charge ... 0
Structure (SMILES) ... O=C1[C@H]2CO[C@@H]1CN2
HOMO-LUMO gap ... 9.35 eV



Tell me which of them is the least stable. Sure, it is one.



## one
An isolated molecule of C5H7NO2, computed with ωB97M-V/def2-TZVPD.

Last column: natural (NBO) charge in e.
Cartesian coordinates (Å):
H  -1.2833  -1.7727  1.0994  0.3878
N  -1.9103  -1.0554  0.7421  -0.6067
C  -1.3780  0.0005  0.3632  0.5974
C  -1.9867  1.1972  -0.2743  -0.7234
O  0.2020  0.2948  0.9370  -0.5683
C  1.0342  -0.1791  0.0307  0.1227
C  2.4279  -0.5322  0.4239  -0.6442
C  0.4839  -0.4094  -1.2253  0.4688
O  0.4877  -0.1739  -2.3884  -0.4868
H  -2.2651  0.9595  -1.3025  0.2577
H  -1.2777  2.0230  -0.3051  0.2525
H  -2.8833  1.4730  0.2864  0.2593
H  2.4364  -1.3456  1.1550  0.2175
H  3.0272  -0.8198  -0.4423  0.2324
H  2.8852  0.3400  0.9003  0.2333

Properties
Total charge ... 0
Structure (SMILES) ... [H]/N=C(/C)OC(C)=C=O
HOMO-LUMO gap ... 7.22 eV



## two
An isolated molecule of C5H7NO2, computed with ωB97M-V/def2-TZVPD.

Last column: natural (NBO) charge in e.
Cartesian coordinates (Å):
C  2.9100  0.5182  -0.1772  -0.3906
C  1.8209  0.0142  0.3951  -0.0673
N  0.5708  0.6966  0.3048  -0.3692
C  -0.4971  0.0796  0.0702  0.2174
C  -0.7769  -1.3628  -0.1973  -0.6947
C  -1.7444  1.0250  0.0281  0.7406
O  -1.7292  2.1985  -0.2362  -0.5587
O  -2.9112  0.3931  0.2576  -0.6960
H  2.8479  1.3896  -0.8067  0.2074
H  3.8825  0.0838  -0.0199  0.2033
H  1.8632  -0.8877  1.0032  0.1885
H  -1.4127  -1.4515  -1.0766  0.2414
H  -1.3141  -1.7949  0.6459  0.2459
H  0.1415  -1.9180  -0.3688  0.2289
H  -3.6514  1.0165  0.1778  0.5033

Properties
Total charge ... 0
Structure (SMILES) ... C=C/N=C(\C)C(=O)O
HOMO-LUMO gap ... 9.67 eV



## three
An isolated molecule of C5H7NO2, computed with ωB97M-V/def2-TZVPD.

Last column: natural (NBO) charge in e.
Cartesian coordinates (Å):
O  1.9493  -1.3907  -0.9533  -0.4785
C  1.1081  -0.8904  -0.2383  0.5881
C  -0.2544  -1.2908  0.3458  -0.1831
C  -1.1690  -0.4101  -0.6752  -0.4508
C  -0.4321  1.1116  -0.5062  0.0460
O  -1.2454  2.0714  0.2159  -0.7173
C  0.6091  0.5739  0.2758  -0.1853
N  -0.1789  -0.0454  1.3795  -0.6199
H  -0.7004  -2.1903  0.7966  0.2406
H  -1.2080  -0.8065  -1.7093  0.2216
H  -2.2894  -0.3285  -0.4616  0.2448
H  -0.3393  1.4769  -1.4514  0.2071
H  -1.1112  1.2723  1.0639  0.4887
H  1.4914  1.2724  0.7685  0.2230
H  0.6083  -0.3897  2.0245  0.3749

Properties
Total charge ... 0
Structure (SMILES) ... O=C1[C@@H]2C[C@@H](O)[C@H]1N2
HOMO-LUMO gap ... 10.17 eV



Tell me which of them is the least stable. Sure, it is three.



## one
An isolated molecule of C5H7NO2, computed with ωB97M-V/def2-TZVPD.

Last column: natural (NBO) charge in e.
Cartesian coordinates (Å):
C  -1.2132  -1.6315  -0.7879  -0.6472
C  -0.5669  -1.1671  0.4790  -0.0820
C  -0.4267  0.1282  0.8945  -0.1739
C  -0.6997  1.0676  -0.2397  0.4296
O  -1.3602  2.0770  -0.0566  -0.5133
N  0.7033  -0.7069  0.6975  -0.4300
C  1.7332  -0.2865  -0.1227  0.5332
O  1.9995  0.8291  -0.4672  -0.5487
H  -0.3132  -1.2298  -1.6494  0.2144
H  -2.3568  -1.0468  -1.0196  0.2496
H  -1.4466  -2.8567  -0.8950  0.2549
H  -0.6268  -1.9204  1.1967  0.2225
H  -0.6208  0.4996  1.8805  0.2313
H  -0.3004  0.6818  -1.2468  0.1335
H  2.6662  -1.0925  -0.2980  0.1262

Properties
Total charge ... 0
Structure (SMILES) ... C[C@@H]1[C@H](C=O)N1C=O
HOMO-LUMO gap ... 10.54 eV



## two
An isolated molecule of C5H7NO2, computed with ωB97M-V/def2-TZVPD.

Last column: natural (NBO) charge in e.
Cartesian coordinates (Å):
O  0.5255  1.9088  1.0797  -0.5004
C  0.0411  0.8307  0.6361  0.5525
C  0.7168  -0.4806  0.7238  -0.1867
C  1.4454  -0.1459  -0.7244  -0.1143
O  0.1940  0.1935  -1.4756  -0.5313
C  -0.9225  0.3875  -0.4889  -0.0108
C  -1.6023  -0.9064  -0.0777  -0.2420
N  -0.4521  -1.4307  0.5806  -0.6473
H  1.2215  -0.9338  1.5982  0.2509
H  1.8664  -0.9991  -1.5080  0.2118
H  2.3664  0.6603  -0.5106  0.2103
H  -1.6284  1.1111  -1.0426  0.2248
H  -1.9586  -1.6239  -0.7791  0.2131
H  -2.5078  -0.7132  0.5142  0.1828
H  -0.0225  -2.4173  0.4172  0.3864

Properties
Total charge ... 0
Structure (SMILES) ... O=C1[C@@H]2CO[C@H]1CN2
HOMO-LUMO gap ... 9.28 eV



Tell me which of them is the least stable. Sure, it is one.



## one
A structure of composition C20H28BN8O4Sc, computed with ωB97M-V/def2-TZVPD.

Last column: natural (NBO) charge in e.
Cartesian coordinates (Å):
Sc  -0.0139  0.1528  -0.2051  1.8636
C  3.0565  0.1455  -1.0708  -0.0922
C  2.7709  -1.2579  -0.5912  -0.0809
O  1.6593  -1.1942  0.3334  -0.5985
C  1.9053  -1.4130  1.7458  -0.0828
C  1.6721  -0.1018  2.4586  -0.0923
O  0.3964  0.3653  1.9680  -0.5942
C  -0.0426  1.6648  2.4190  -0.0983
C  0.6814  2.7233  1.6168  -0.0952
O  0.6732  2.2598  0.2467  -0.5996
C  1.6612  2.9022  -0.5903  -0.0951
C  1.7549  2.0711  -1.8497  -0.0966
O  1.7776  0.6741  -1.4858  -0.5919
H  3.7450  0.1416  -1.9171  0.2411
H  3.4740  0.7626  -0.2711  0.1966
H  3.6429  -1.6991  -0.1121  0.2407
H  2.4597  -1.8982  -1.4151  0.2252
H  2.9183  -1.7775  1.9054  0.2399
H  1.1980  -2.1725  2.0756  0.2297
H  2.4526  0.6263  2.2235  0.1958
H  1.6227  -0.2403  3.5395  0.2443
H  0.1308  1.7830  3.4884  0.2494
H  -1.1177  1.6891  2.2344  0.2340
H  1.7188  2.8416  1.9360  0.2088
H  0.1789  3.6879  1.6951  0.2410
H  2.6084  2.9305  -0.0476  0.2077
H  1.3597  3.9257  -0.8182  0.2393
H  2.6377  2.3340  -2.4324  0.2458
H  0.8704  2.1979  -2.4741  0.2281
C  -3.1105  2.6429  -2.1353  -0.2966
C  -1.9830  2.5221  -1.3374  0.0190
N  -1.7341  1.2340  -1.0559  -0.4545
N  -2.7093  0.5116  -1.6718  -0.3363
C  -3.5386  1.3435  -2.3243  0.0401
B  -2.7649  -1.0236  -1.4864  0.8944
N  -2.8281  -1.3592  -0.0065  -0.3400
C  -3.7301  -1.9413  0.7934  0.0436
C  -3.1989  -2.0266  2.0657  -0.2985
C  -1.9375  -1.4611  1.9530  0.0287
N  -1.7006  -1.0521  0.6953  -0.4492
N  -1.4967  -1.7005  -2.0619  -0.3286
C  -1.7347  -2.4360  -3.2896  0.0601
C  -0.6617  -1.9107  -4.1896  -0.1874
C  0.1417  -1.1467  -3.4110  -0.0190
N  -0.3557  -0.9971  -2.1374  -0.3329
N  -3.7903  -1.6407  -2.4502  -0.2956
C  -5.1109  -1.7006  -2.6737  0.0543
C  -5.3353  -2.3223  -3.8926  -0.2769
C  -4.0810  -2.6373  -4.3947  0.0701
N  -3.1695  -2.1932  -3.5247  -0.1144
H  -3.5602  3.5432  -2.5164  0.2763
H  -1.3465  3.3002  -0.9498  0.2313
H  -4.3850  0.9745  -2.8801  0.2441
H  -4.6854  -2.2728  0.4185  0.2445
H  -3.6613  -2.4448  2.9425  0.2752
H  -1.1980  -1.3288  2.7235  0.2296
H  -1.6101  -3.5175  -3.1398  0.2602
H  -0.4787  -2.2258  -5.2043  0.2719
H  1.0700  -0.6711  -3.6835  0.2459
H  -5.8159  -1.2902  -1.9675  0.2635
H  -6.2862  -2.5231  -4.3556  0.2904
H  -3.7957  -3.1445  -5.3032  0.2735

Properties
Total charge ... +3
2S+1 ... 2
⟨S²⟩ ... 0.7711
HOMO-LUMO gap (alpha / beta) ... 8.46 / 7.94 eV



## two
A structure of composition C20H28BN8O4Sc, computed with ωB97M-V/def2-TZVPD.

Last column: natural (NBO) charge in e.
Cartesian coordinates (Å):
Sc  0.3441  0.6230  0.4903  1.9322
C  1.6394  3.4393  -0.2740  -0.0917
C  2.8740  2.6208  -0.0050  -0.0981
O  2.4748  1.2418  -0.1504  -0.5910
C  3.4369  0.2746  0.3149  -0.0942
C  3.3086  0.1373  1.8184  -0.0920
O  1.8934  0.1925  2.0912  -0.6119
C  1.4756  0.0345  3.4609  -0.0910
C  0.5089  1.1605  3.7766  -0.0866
O  -0.2647  1.4572  2.5909  -0.5924
C  -0.6761  2.8453  2.5181  -0.0978
C  0.3745  3.6128  1.7781  -0.0929
O  0.5663  2.9036  0.5329  -0.5974
H  1.3144  3.3770  -1.3085  0.2250
H  1.8011  4.4893  -0.0324  0.2424
H  3.2554  2.7877  1.0052  0.1998
H  3.6620  2.8510  -0.7244  0.2398
H  4.4455  0.5687  0.0253  0.2430
H  3.1865  -0.6567  -0.1917  0.2278
H  3.7981  0.9429  2.3683  0.2123
H  3.7255  -0.8160  2.1487  0.2301
H  2.3432  0.1026  4.1169  0.2392
H  1.0237  -0.9504  3.5806  0.2171
H  1.0453  2.0604  4.0796  0.2043
H  -0.1700  0.8668  4.5771  0.2382
H  -0.8488  3.2449  3.5169  0.2451
H  -1.6111  2.8786  1.9662  0.2260
H  1.3237  3.6492  2.3188  0.1981
H  0.0375  4.6289  1.5688  0.2428
C  -4.0910  0.2503  0.6195  -0.2999
C  -2.8706  0.6566  1.1316  0.0290
N  -1.8526  0.1817  0.4013  -0.4649
N  -2.4251  -0.5852  -0.5776  -0.3516
C  -3.7666  -0.5352  -0.4626  0.0486
B  -1.4643  -1.4116  -1.4406  0.9345
N  -0.6328  -0.4602  -2.3274  -0.3430
C  -0.5735  -0.3078  -3.6650  0.0185
C  0.3729  0.6449  -3.9662  -0.2918
C  0.8675  1.0376  -2.7309  0.0251
N  0.2482  0.3877  -1.7378  -0.4378
N  -0.5269  -2.2237  -0.4965  -0.3382
C  -0.4724  -3.5499  -0.2548  0.0246
C  0.4687  -3.7949  0.7202  -0.2932
C  0.9584  -2.5378  1.0447  0.0184
N  0.3552  -1.5889  0.3190  -0.4415
N  -2.1546  -2.4516  -2.3913  -0.3081
C  -1.5351  -3.2173  -3.2296  0.1278
C  -2.5408  -4.0369  -3.8971  -0.0014
C  -3.7594  -3.6210  -3.3055  -0.0307
N  -3.5619  -2.6843  -2.4203  -0.1279
H  -5.0735  0.4779  0.9940  0.2742
H  -2.6889  1.2377  2.0159  0.2267
H  -4.4097  -1.0763  -1.1327  0.2674
H  -1.2186  -0.8535  -4.3339  0.2352
H  0.6644  1.0002  -4.9391  0.2760
H  1.6502  1.7446  -2.5260  0.2271
H  -1.1206  -4.2496  -0.7555  0.2353
H  0.7501  -4.7453  1.1391  0.2763
H  1.7095  -2.2793  1.7714  0.2258
H  -0.4628  -3.2053  -3.3677  0.2729
H  -2.3717  -4.8009  -4.6421  0.2778
H  -4.7592  -3.9710  -3.5147  0.2830

Properties
Total charge ... +3
2S+1 ... 2
⟨S²⟩ ... 0.7615
HOMO-LUMO gap (alpha / beta) ... 9.07 / 5.43 eV



Tell me which of them is the least stable. Sure, it is two.